Entry 1:
107
Properties=species:S:1:pos:R:3:mulliken_charge:R:1 method="wB97M-V/def2-TZVPD" fmax_ev_per_a=9.2 e_lumo_ha=-0.017 charge=0 e_homo_ha=-0.3415 spin_multiplicity=1 smiles="CCCOC[C@](CC(=O)Cl)(C[C@H](C)O)O[C@@H](CCC(N)=O)[C@@H](O[C@@H](CC=O)OCCOCC)B(O)OCC.O=C1CCCO1.O=C1CCCO1" gap_ev=8.83
C -4.4933 -3.9497 -0.7516 -0.571
C -4.2957 -4.9329 0.5868 -0.538
C -2.7326 -5.0046 1.1057 -0.280
O -2.3594 -3.9239 2.0487 -0.091
C -0.9183 -3.6377 2.0112 -0.798
C -0.4864 -2.1299 2.4764 0.688
C 0.9713 -1.8090 1.7989 0.046
C 2.2055 -2.7557 2.3135 0.362
O 2.2713 -4.0882 2.2577 -0.507
Cl 3.7026 -1.8384 3.0136 -0.198
C -0.1795 -2.2573 4.1194 -0.943
C 0.4335 -0.8827 4.7699 0.730
C 1.6380 -1.1700 5.8941 -1.132
O -0.6629 -0.2337 5.5633 -0.586
O -1.4967 -1.0902 2.3573 -0.232
C -2.0366 -0.8878 1.0219 1.717
C -3.5174 -0.1396 1.2525 -1.200
C -4.6795 -1.2204 1.7765 0.491
C -4.8910 -1.1935 3.4116 0.230
N -5.0465 -2.5606 4.1093 -0.512
O -4.9717 -0.0996 4.1747 -0.611
C -1.1956 0.1201 0.0401 -0.101
O -1.8640 0.3011 -1.2918 -0.411
C -1.2549 -0.5716 -2.3059 -0.699
C 0.1395 0.0643 -2.9732 0.941
C -0.2781 0.9322 -4.2994 -0.112
O -0.4859 0.2354 -5.4499 -0.541
O -1.0505 -1.9680 -1.8932 -0.044
C -0.8874 -2.8757 -3.0401 -0.602
C 0.4481 -3.8222 -2.6988 0.184
O 1.5856 -3.5590 -3.6066 -0.438
C 2.8025 -4.0937 -2.9325 -0.358
C 3.7305 -2.8905 -2.2551 -0.576
B -1.0490 1.6762 0.6466 0.775
O -1.1502 1.9462 2.1014 -0.461
O -0.8266 2.8516 -0.2630 -0.674
C 0.6608 2.9640 -0.3992 0.199
C 1.2837 4.2687 0.3854 -0.717
H -3.9585 -4.4546 -1.6717 0.254
H -5.6575 -3.7684 -0.9418 0.295
H -4.0314 -2.8793 -0.5981 0.034
H -4.6200 -6.0014 0.2357 0.370
H -5.0399 -4.5996 1.4540 0.273
H -2.0649 -5.0323 0.1290 0.150
H -2.6098 -6.0830 1.6027 0.273
H -0.4532 -3.7986 0.9239 0.101
H -0.3544 -4.4360 2.6959 0.254
H 1.1828 -0.6431 1.9028 0.449
H 0.8573 -2.0048 0.6309 -0.380
H -1.2619 -2.3964 4.6033 0.229
H 0.4095 -3.2388 4.3909 0.491
H 0.7567 -0.0665 3.9770 -0.073
H 1.4553 -0.5381 6.8900 0.350
H 2.6363 -0.7675 5.4304 0.244
H 1.6759 -2.3208 6.1536 0.254
H -0.8205 -0.7772 6.4140 0.339
H -2.2846 -1.8465 0.4016 -0.469
H -3.4658 0.6739 2.1248 0.316
H -3.9498 0.3273 0.2713 0.235
H -4.3141 -2.2924 1.4848 -0.650
H -5.7076 -0.9637 1.2266 0.430
H -5.6255 -2.3886 4.9769 0.333
H -4.0590 -2.8284 4.3630 0.258
H -0.1032 -0.2157 -0.2090 0.008
H -2.0253 -0.6076 -3.2172 0.419
H 0.9534 -0.7791 -3.1803 0.058
H 0.5718 0.7831 -2.1437 -0.404
H -0.4327 2.1016 -4.3023 0.308
H -0.7642 -2.3462 -4.0783 0.379
H -1.7924 -3.6382 -3.0766 0.171
H 0.1685 -4.9693 -2.6755 0.245
H 0.8139 -3.5245 -1.6093 -0.140
H 2.5255 -4.8279 -2.0334 0.238
H 3.4706 -4.7128 -3.6953 0.368
H 4.2102 -3.2230 -1.2195 0.307
H 4.6305 -2.7243 -3.0084 0.169
H 3.1223 -1.8997 -2.0702 0.065
H -0.2971 1.6008 2.5185 0.253
H 1.1285 1.9747 0.0552 -0.010
H 0.9726 2.9643 -1.5421 0.199
H 1.1179 4.0924 1.5542 0.231
H 0.7175 5.2195 -0.0104 0.133
H 2.4311 4.4142 0.1488 0.239
O 3.5242 2.9125 -2.7408 -0.601
C 4.0182 2.0104 -3.3968 0.388
C 5.4824 1.8283 -3.6597 -0.358
C 5.4789 0.8419 -4.8001 -0.625
C 4.2118 0.0637 -4.5594 0.250
O 3.3069 0.9921 -3.9637 -0.233
H 5.9573 1.4149 -2.7657 0.265
H 5.9518 2.7720 -3.9470 0.313
H 6.3711 0.2113 -4.8360 0.341
H 5.4075 1.3817 -5.7522 0.275
H 4.3619 -0.7711 -3.8669 -0.353
H 3.7858 -0.3206 -5.4908 0.368
O 1.1252 6.8374 -0.8107 -0.604
C 0.6136 7.8718 -0.4151 0.489
C 1.0961 9.2555 -0.7294 -0.436
C 0.3710 10.0850 0.2999 -0.487
C -0.8890 9.2934 0.5336 -0.428
O -0.5160 7.9285 0.3497 -0.308
H 0.7949 9.5163 -1.7478 0.265
H 2.1798 9.3308 -0.6144 0.297
H 0.1806 11.1125 -0.0212 0.318
H 0.9618 10.1230 1.2233 0.270
H -1.6752 9.5409 -0.1874 0.265
H -1.2786 9.4360 1.5458 0.298

Entry 2:
14
Properties=species:S:1:pos:R:3:nbo_charge:R:1 method="wB97M-V/def2-TZVPD" e_above_lowest_kcal_mol=0.0 fmax_ev_per_a=6.1 e_lumo_ha="0.022 / -0.114" charge=0 e_homo_ha="-0.2262 / -0.3488" spin_multiplicity=3 gap_ev="6.76 / 6.39"
C -0.7362 1.2213 -0.2421 0.675
C -0.8176 -1.2782 -0.1419 0.771
C 0.7741 1.0399 -0.2848 -0.522
C 1.2123 -0.2551 0.4682 -0.231
N 0.5482 -1.4003 -0.1774 -0.620
N -1.4117 0.0178 0.0204 -0.784
O -1.3508 2.2677 -0.1506 -0.553
O -1.4887 -2.2790 -0.2826 -0.596
I -3.3906 0.0625 0.0955 0.541
H 1.0096 1.2271 -1.3673 0.251
H 1.2721 1.9437 0.2018 0.247
H 2.3353 -0.2259 0.2574 0.217
H 1.0587 -0.0857 1.4802 0.194
H 0.9853 -2.2559 0.1231 0.411

Entry 3:
53
Properties=species:S:1:pos:R:3:nbo_charge:R:1 method="wB97M-V/def2-TZVPD" e_above_lowest_kcal_mol=18.4 fmax_ev_per_a=2.3 e_lumo_ha=0.016 charge=0 e_homo_ha=-0.2493 spin_multiplicity=1 gap_ev=7.21
Mg 0.1931 -0.5975 0.6268 1.800
C 2.1972 -2.9104 -2.1628 -0.626
C 1.5441 -1.5338 -2.0544 -0.019
O 0.5389 -1.4069 -1.1269 -1.075
H 1.5406 -3.6819 -2.5803 0.190
H 2.5269 -3.3271 -1.2049 0.196
H 3.0763 -2.8595 -2.8128 0.185
H 1.1440 -1.3392 -3.0614 0.122
H 2.3845 -0.8551 -1.8195 0.097
C 3.0643 -1.5346 1.6019 -0.655
C 2.2334 -1.0014 2.8004 -0.032
O 0.9589 -0.5565 2.4415 -1.076
H 4.0780 -1.7511 1.9468 0.196
H 2.9537 -0.8326 0.7772 0.182
H 2.6568 -2.5044 1.3120 0.209
H 2.7426 -0.2001 3.3526 0.116
H 2.0824 -1.8399 3.4955 0.130
O -1.2914 -1.8864 1.1746 -0.634
C -2.4016 -2.3014 1.2118 0.841
O -2.7169 -3.4902 0.7107 -0.466
C -4.1426 -3.7147 0.6989 -0.069
C -4.6430 -2.7970 1.8132 -0.434
C -3.6168 -1.6897 1.8941 -0.534
H -4.2960 -4.7558 0.9650 0.200
H -4.5322 -3.5061 -0.2948 0.187
H -4.7366 -3.3770 2.7352 0.213
H -5.6691 -2.4485 1.6732 0.219
H -3.4407 -1.3091 2.8936 0.255
H -3.9549 -0.8731 1.2478 0.243
O 1.2584 1.2289 0.2610 -0.633
C 2.2386 1.8166 -0.1063 0.838
O 2.2708 2.4300 -1.3019 -0.480
C 3.5738 2.9275 -1.5896 -0.076
C 4.2237 3.1063 -0.2469 -0.432
C 3.5089 2.0867 0.6606 -0.538
H 3.5915 3.8689 -2.1413 0.196
H 4.1178 2.2384 -2.2409 0.187
H 3.9982 4.0854 0.1840 0.207
H 5.3113 3.0438 -0.2555 0.228
H 3.1924 2.5555 1.5928 0.252
H 4.0997 1.2142 0.9293 0.264
O -1.3296 0.6161 0.0600 -0.645
C -2.0310 1.4073 -0.4872 0.854
O -3.3615 1.3717 -0.4711 -0.477
C -3.9196 2.4074 -1.2733 -0.079
C -2.7857 3.4711 -1.3580 -0.418
C -1.5566 2.5548 -1.3285 -0.532
H -4.7718 2.8335 -0.7474 0.197
H -4.2712 2.1596 -2.2746 0.190
H -2.8642 4.1595 -0.5178 0.211
H -2.8509 4.0591 -2.2721 0.220
H -0.6690 3.0723 -0.9862 0.257
H -1.4477 2.1664 -2.3443 0.248

Entry 4:
19
Properties=species:S:1:pos:R:3:nbo_charge:R:1 method="wB97M-V/def2-TZVPD" e_above_lowest_kcal_mol=46.5 fmax_ev_per_a=2.9 e_lumo_ha=0.021 charge=0 e_homo_ha=-0.3720 spin_multiplicity=1 smiles="C=CCO.O.O.O" gap_ev=10.68
C -1.2628 -3.1171 3.6197 -0.399
C -1.3341 -2.2919 2.5979 -0.181
C -1.5012 -2.5792 1.0661 -0.095
O -0.3790 -1.8816 0.4986 -0.736
H -1.2350 -2.9878 4.7131 0.213
H -1.3285 -4.1901 3.3975 0.185
H -1.2638 -1.2189 2.6374 0.195
H -1.2729 -3.6238 0.7455 0.171
H -2.4628 -2.2353 0.7148 0.176
H -0.3172 -2.0437 -0.4470 0.472
O 0.9834 0.9215 -6.1897 -0.930
H 1.3432 1.4556 -6.9169 0.463
H 1.1385 1.5407 -5.4643 0.467
O 2.6466 4.3804 -2.1153 -0.941
H 2.0471 5.1230 -2.2372 0.465
H 2.4189 4.0620 -1.2329 0.476
O 0.5277 3.0093 1.0996 -0.925
H 0.4562 3.4816 1.9478 0.460
H 0.7954 2.1953 1.5653 0.465